{
  "formula": "C5H4N2",
  "method": "ωB97M-V/def2-TZVPD",
  "species": ["H", "C", "H", "C", "N", "C", "H", "H", "N", "C", "C"],
  "positions_angstrom": [[-0.012, 3.002, -0.054], [-0.730, 1.251, -1.028], [1.195, -3.704, 1.054], [0.498, -0.140, 0.410], [0.495, 1.173, 0.781], [0.836, -2.563, 1.231], [-1.942, 1.296, -1.532], [-0.691, -0.887, -0.996], [-0.283, -0.052, -0.695], [0.784, -1.431, 0.910], [-0.148, 2.055, -0.081]],
  "smiles": "C#Cc1ncc[nH]1",
  "lumo_energy_ev": 0.55,
  "de_lowest_kj_mol": 430.24,
  "orbital_gap_ha": 0.34625,
  "spin_multiplicity": 1
}

{
  "formula": "C5H4N2",
  "method": "ωB97M-V/def2-TZVPD",
  "species": ["H", "N", "N", "C", "H", "H", "C", "C", "C", "H", "C"],
  "positions_angstrom": [[-1.015, -0.943, -1.834], [-0.797, -1.331, 0.272], [-1.729, 1.974, -0.725], [1.169, 0.208, 0.598], [2.230, 1.778, 1.850], [-1.111, -0.833, 1.102], [-0.789, -0.451, -0.891], [0.484, -0.799, -0.182], [-1.301, 0.901, -0.793], [1.122, -1.538, -0.660], [1.735, 1.036, 1.263]],
  "smiles": "C#C[C@H]1N[C@H]1C#N",
  "lumo_energy_ev": 0.89,
  "de_lowest_kj_mol": 287.18,
  "orbital_gap_ha": 0.40267,
  "spin_multiplicity": 1
}

{
  "formula": "C5H4N2",
  "method": "ωB97M-V/def2-TZVPD",
  "species": ["H", "H", "N", "H", "C", "C", "C", "H", "C", "N", "C"],
  "positions_angstrom": [[-2.064, -0.693, -1.223], [2.977, 1.029, 1.016], [-1.479, 0.028, -0.818], [-0.104, 0.810, 1.309], [0.599, -1.502, -1.159], [0.793, 0.415, 0.747], [0.035, -0.603, -0.559], [1.242, -2.193, -1.636], [-1.951, 0.658, 0.219], [-1.997, 1.246, 1.229], [1.950, 0.806, 0.875]],
  "lumo_energy_ev": [-0.54, -1.05],
  "de_lowest_kj_mol": 749.31,
  "orbital_gap_ha": [0.29782, 0.26884],
  "spin_multiplicity": 1
}

{
  "formula": "C5H4N2",
  "method": "ωB97M-V/def2-TZVPD",
  "species": ["H", "C", "C", "H", "C", "N", "C", "H", "C", "H", "N"],
  "positions_angstrom": [[-0.644, -1.914, -0.914], [2.908, -1.034, 0.520], [1.756, -0.480, 0.268], [1.809, 1.362, -0.825], [-1.697, 0.008, -0.409], [-1.354, 1.092, 0.284], [0.344, -0.366, 0.317], [0.376, 1.515, 1.270], [-0.669, -0.950, -0.427], [-2.681, -0.049, -0.847], [-0.148, 0.816, 0.763]],
  "lumo_energy_ev": [-2.80, -1.40],
  "de_lowest_kj_mol": 753.71,
  "orbital_gap_ha": [0.25816, 0.30085],
  "spin_multiplicity": 1
}

| no. | E (eV) |
| --- | --- |
| 1 | -8225.034 |
| 2 | -8226.517 |
| 3 | -8221.727 |
| 4 | -8221.682 |